Molecular formula: C23H23BBr2F9N2O9S
Method: DFT, ωB97M-V with the def2-TZVPD basis set

XYZ file:
```
70
Properties=species:S:1:pos:R:3:lowdin_charge:R:1
C 1.706 4.492 -1.187 -0.04
C 1.233 3.064 -1.550 -0.22
O -0.122 2.806 -1.092 -0.02
C -0.476 1.597 -1.617 -0.17
C -0.338 0.384 -0.917 -0.04
C 0.230 0.418 0.514 -0.10
C 1.787 0.312 0.570 -0.17
C 2.437 1.362 1.484 -0.76
F 1.881 2.600 1.327 -0.01
Br 2.033 0.877 3.362 0.77
C 3.988 1.531 1.199 -0.90
F 4.284 1.332 -0.092 0.07
F 4.303 2.820 1.454 0.05
Br 5.091 0.410 2.350 0.77
C -0.742 -0.801 -1.513 -0.19
F -0.566 -1.897 -0.774 0.10
C -1.305 -0.866 -2.800 -0.11
S -1.837 -2.451 -3.445 0.79
O -2.268 -3.221 -2.307 -0.26
O -2.912 -2.389 -4.386 -0.24
C -0.334 -3.349 -4.081 -0.44
F -0.414 -4.655 -3.884 0.17
F 0.707 -2.908 -3.312 0.10
C 0.067 -3.045 -5.565 -0.56
F -0.946 -3.072 -6.411 0.19
F 0.766 -1.918 -5.680 0.18
F 0.906 -4.040 -5.940 0.15
C -1.431 0.352 -3.482 -0.03
C -1.042 1.572 -2.910 0.02
C -1.275 2.854 -3.742 -0.23
O -0.536 3.799 -3.726 0.16
C -2.532 2.805 -4.626 0.07
B -3.348 4.160 -4.794 -0.53
O -4.762 4.092 -4.682 0.13
O -2.778 5.392 -5.000 0.19
C -2.890 1.643 -5.168 -0.12
N -4.073 1.514 -5.978 0.20
C -5.013 1.167 -5.256 -0.25
O -5.829 0.960 -4.440 0.21
C -2.005 0.412 -4.911 -0.23
O -1.759 -0.394 -5.761 0.16
H 1.170 4.867 -0.302 0.09
H 1.611 5.151 -2.062 0.08
H 2.785 4.418 -0.963 0.08
H 1.949 2.362 -1.085 0.09
H 1.345 2.907 -2.636 0.13
H -0.143 1.352 0.970 0.12
H -0.245 -0.394 1.092 0.12
H 2.026 -0.694 0.958 0.12
H 2.161 0.340 -0.466 0.12
H -4.958 4.382 -3.777 0.11
H -3.299 6.014 -4.469 0.12
C 1.105 -3.753 7.992 -0.03
C -0.038 -3.241 7.126 -0.30
C 0.302 -3.117 5.640 -0.17
O 1.140 -1.999 5.410 -0.21
C 2.545 -2.285 5.465 -0.07
N -0.401 -1.858 7.597 0.23
H 1.883 -3.003 8.145 0.08
H 0.735 -4.027 8.982 0.09
H 1.560 -4.636 7.549 0.10
H -0.916 -3.872 7.265 0.16
H -0.622 -2.917 5.090 0.14
H 0.720 -4.040 5.234 0.14
H 2.770 -3.322 5.211 0.10
H 2.922 -2.056 6.464 0.08
H 3.054 -1.630 4.760 0.06
H -0.464 -1.779 8.613 0.18
H -1.284 -1.541 7.190 0.18
H 0.318 -1.208 7.250 0.17
```

Calculated values
Molecular weight in g/mol: 845.11
Energy in eV: -221677.7787
F_max in Eh/bohr: 0.0777
HOMO-LUMO gap in Eh: 0.293
Charge: +1

Molecular formula: C8H11O2
Method: DFT, ωB97M-V with the def2-TZVPD basis set

XYZ file:
```
21
Properties=species:S:1:pos:R:3:lowdin_charge:R:1
C -1.422 1.509 0.969 -0.09
C -1.161 0.750 -0.410 -0.23
C -0.472 -0.624 -0.295 -0.43
C -1.356 -1.593 0.370 -0.08
C 0.614 -0.916 -1.397 -0.05
C 1.119 -0.734 0.070 -0.55
O 1.415 -1.567 0.947 -0.12
C 2.236 0.639 0.014 -0.01
C 3.514 0.845 0.192 -0.27
O 4.679 0.827 0.477 0.03
H -0.509 1.508 1.469 0.03
H -2.271 0.933 1.554 0.10
H -1.828 2.521 0.696 0.06
H -0.569 1.257 -1.154 0.08
H -2.156 0.563 -0.705 0.06
H -2.449 -1.303 0.084 0.10
H -1.071 -1.652 1.391 0.06
H -1.133 -2.546 -0.125 0.07
H 0.853 0.006 -1.999 0.09
H 0.449 -1.847 -1.912 0.07
H 1.519 1.425 -0.237 0.06
```

Calculated values
Energy relative to the best compared isomer or geometry (same formula, charge and spin) in eV: 2.763
Molecular weight in g/mol: 139.17
Energy in eV: -12565.8713
F_max in Eh/bohr: 0.0882
HOMO-LUMO gap in Eh: 0.241
SMILES string: CC[C@@]1(C)C[C@@]1([O-])C=C=O
Charge: -1

Molecular formula: C2H3N5O
Method: DFT, ωB97M-V with the def2-TZVPD basis set

XYZ file:
```
11
Properties=species:S:1:pos:R:3:lowdin_charge:R:1
C -2.107 -0.299 -0.096 0.04
N -1.103 -1.035 0.387 0.05
N 0.101 -0.572 -0.144 -0.14
N 1.092 -1.482 -0.086 0.06
N 2.124 -0.791 -0.052 -0.03
N 1.892 0.547 0.257 0.08
C 0.522 0.750 0.097 -0.42
O -0.262 1.751 -0.008 -0.01
H -1.993 0.706 -0.511 0.07
H -3.020 -0.799 0.229 0.07
H 2.753 1.224 -0.073 0.24
```

Calculated values
Energy relative to the best compared isomer or geometry (same formula, charge and spin) in eV: 4.195
Molecular weight in g/mol: 113.08
Energy in eV: -11616.6353
F_max in Eh/bohr: 0.0930
HOMO-LUMO gap in Eh: 0.378
SMILES string: C=Nn1nn[nH]c1=O

Question: molecular weight of number 3 (C2H3N5O)?
Answer: 113.08 g/mol

Question: Look up the F_max of the second one.
Answer: 0.0882 Eh/bohr